Record 1
This record from the Open Molecules 2025 dataset describes a structure of composition C39H47IIrNO4PS2Si. The level of theory is ωB97M-V with the def2-TZVPD basis set.

Summary:
LUMO level (spin up / spin down)	-0.1572 / -0.1537	Eh
highest occupied orbital energy (spin up / spin down)	-0.3660 / -0.3690	Ha
total charge	+1

Atoms and positions in Å:
1 Ir 0.793 -0.834 1.463
2 I -1.069 -2.618 2.494
3 S 3.232 -0.114 1.828
4 S 0.765 -0.980 -0.820
5 P -0.928 0.843 1.930
6 Si 0.942 -1.155 -3.008
7 O -0.481 -0.689 -3.566
8 O 1.205 -0.803 3.771
9 O 1.217 -2.692 -3.325
10 O 2.143 -0.248 -3.522
11 N 2.308 -0.377 4.311
12 C 0.573 2.581 0.485
13 C -3.062 -1.956 1.983
14 C -0.220 3.858 4.643
15 C -3.919 -3.021 1.830
16 C 3.603 1.223 -4.652
17 C 2.318 -4.542 -4.300
18 C -0.152 4.050 -1.262
19 C 4.642 0.437 5.521
20 C -0.320 3.183 5.847
21 C 3.577 -2.960 -2.802
22 C 2.368 -0.265 5.649
23 C -0.724 2.077 0.607
24 C 1.349 2.015 -3.899
25 C -5.535 0.824 1.954
26 C -0.786 1.150 4.662
27 C 3.511 0.146 6.286
28 C 3.374 -0.048 3.531
29 C -1.817 -1.149 -3.382
30 C -1.852 -2.641 -3.075
31 C -5.294 -2.833 1.670
32 C -0.384 3.185 3.445
33 C -5.792 -1.565 1.709
34 C -0.669 1.822 3.448
35 C -0.603 1.826 5.852
36 C -1.427 3.517 -1.179
37 C -4.940 -0.451 1.860
38 C -1.715 2.525 -0.255
39 C 4.565 0.338 4.154
40 C -3.514 -0.610 1.959
41 C 3.130 1.485 -2.203
42 C -2.752 0.593 2.053
43 C 0.854 3.569 -0.439
44 C -2.442 -0.367 -2.224
45 C 2.535 1.119 -3.561
46 C 1.817 -4.461 -1.837
47 C -4.779 1.941 2.155
48 C 2.243 -3.649 -3.062
49 C -2.556 -0.850 -4.683
50 C -3.391 1.812 2.186
51 H 1.355 2.191 1.123
52 H -6.854 -1.393 1.649
53 H 4.362 -3.699 -2.676
54 H 3.513 -2.358 -1.897
55 H 4.438 0.561 -4.436
56 H 0.858 -4.939 -2.018
57 H 5.414 0.552 3.524
58 H -2.496 0.213 -4.902
59 H 3.174 0.936 -5.609
60 H -3.600 -1.136 -4.596
61 H -0.294 3.726 2.515
62 H -1.006 0.092 4.660
63 H 5.560 0.732 6.000
64 H -2.879 -2.997 -3.077
65 H 2.572 -3.947 -5.173
66 H 0.909 1.703 -4.843
67 H 1.683 3.046 -3.978
68 H 3.976 2.242 -4.717
69 H 2.372 1.422 -1.426
70 H 3.523 2.496 -2.225
71 H -2.102 -1.400 -5.502
72 H -0.175 3.711 6.777
73 H -6.610 0.893 1.883
74 H -0.020 4.919 4.630
75 H -2.457 0.695 -2.452
76 H -3.534 -4.027 1.868
77 H -3.459 -0.714 -2.059
78 H 2.556 -5.225 -1.616
79 H -1.283 -3.191 -3.820
80 H -1.412 -2.830 -2.098
81 H -2.201 3.869 -1.846
82 H 3.522 0.232 7.360
83 H 1.856 3.962 -0.522
84 H 3.941 0.800 -1.961
85 H 0.590 1.945 -3.124
86 H 0.062 4.830 -1.975
87 H 3.072 -5.312 -4.164
88 H -2.712 2.115 -0.203
89 H -5.941 -3.690 1.567
90 H 1.356 -5.017 -4.475
91 H 1.459 -0.536 6.162
92 H 1.722 -3.804 -0.974
93 H -5.232 2.913 2.264
94 H -2.798 2.707 2.306
95 H -1.864 -0.516 -1.313
96 H 3.828 -2.306 -3.632
97 H -0.686 1.297 6.790

***

Record 2
This record from the Open Molecules 2025 dataset describes a structure of composition C39H47N10O7STl. The level of theory is ωB97M-V with the def2-TZVPD basis set.

Summary:
LUMO level (spin up / spin down)	0.1268 / 0.1244	Eh
energy above the lowest of the compared OMol25 structures with the same formula, charge and spin	28.0	kcal per mole
highest occupied orbital energy (spin up / spin down)	-0.0738 / -0.0783	Ha
total charge	-2

Atoms and positions in Å:
1 Tl -0.600 -0.296 0.030
2 S 1.106 2.439 1.733
3 O -0.798 -2.558 0.733
4 O -6.461 -4.343 1.004
5 O -0.882 -5.850 3.076
6 O -5.747 -5.791 2.485
7 O -2.677 -0.803 -0.845
8 O 0.390 -4.809 1.581
9 O -3.566 -2.304 -2.292
10 N 0.174 4.661 2.657
11 N -1.585 3.261 2.241
12 N -0.726 -5.058 2.096
13 N -0.794 5.524 2.845
14 N -5.554 -4.969 1.564
15 N 1.407 -1.678 2.733
16 N -0.287 0.289 -3.210
17 N -1.850 2.123 2.784
18 N 3.165 0.337 -0.371
19 N 3.398 -0.480 0.725
20 C -1.086 -0.112 -3.961
21 C -3.195 7.659 0.119
22 C -0.248 3.523 2.126
23 C -2.634 7.046 2.370
24 C -3.304 7.890 1.496
25 C 4.628 -0.361 1.440
26 C -1.820 -3.361 0.676
27 C 2.419 -2.507 3.445
28 C 3.290 -0.109 -1.665
29 C 1.885 2.902 -2.281
30 C 4.500 -1.087 2.781
31 C 3.886 -0.799 -4.307
32 C -1.897 -4.458 1.576
33 C 3.502 0.917 -2.659
34 C -2.925 1.514 2.296
35 C 2.507 -2.489 -1.151
36 C -3.698 2.115 1.288
37 C 1.178 -2.955 -1.709
38 C -3.033 -1.985 -1.202
39 C -2.214 6.779 -0.345
40 C 3.333 2.406 -2.359
41 C 4.145 2.948 -1.145
42 C -4.232 -4.686 1.166
43 C 3.792 -2.483 2.726
44 C -5.010 1.674 1.059
45 C -3.103 -5.089 1.889
46 C 3.381 -3.698 -0.784
47 C -1.335 6.151 0.532
48 C -1.224 -1.731 -5.736
49 C -4.115 -3.846 0.023
50 C -1.535 6.243 1.913
51 C -1.995 -0.745 -4.889
52 C -2.987 -3.105 -0.164
53 C 3.814 0.532 -3.979
54 C -5.465 0.535 1.703
55 C 3.194 -1.475 -2.057
56 C -4.678 -0.142 2.625
57 C 3.568 -1.794 -3.356
58 C -3.406 0.328 2.928
59 H 3.707 -2.801 1.694
60 H 0.618 -3.501 -0.952
61 H 4.552 3.939 -1.412
62 H 3.451 -4.428 -1.625
63 H -2.800 -1.189 -4.274
64 H 2.902 -4.217 0.063
65 H -2.485 0.051 -5.465
66 H -3.239 2.962 0.795
67 H 1.340 2.512 -1.428
68 H -5.667 2.233 0.393
69 H 1.901 3.977 -2.240
70 H -0.487 5.525 0.167
71 H 4.432 -3.188 3.316
72 H 5.026 2.278 -0.933
73 H 5.454 -0.761 0.839
74 H -3.948 8.628 1.921
75 H 3.507 -2.843 -3.694
76 H 3.882 -0.409 3.468
77 H 1.366 2.555 -3.191
78 H -0.903 5.807 3.807
79 H 4.380 -3.411 -0.494
80 H 0.537 -2.115 -2.065
81 H 3.497 3.052 -0.252
82 H -2.755 -0.069 3.711
83 H 0.690 -1.280 3.365
84 H -5.079 -1.044 3.084
85 H 2.092 -3.563 3.571
86 H -6.473 0.203 1.553
87 H 0.879 -2.298 2.077
88 H -2.992 6.989 3.418
89 H -2.123 6.574 -1.386
90 H -4.994 -3.675 -0.579
91 H 2.328 -2.019 -0.170
92 H -0.302 -1.351 -6.224
93 H -3.167 -5.797 2.738
94 H 2.526 -2.100 4.450
95 H 2.649 1.206 -0.200
96 H 5.497 -1.186 3.254
97 H -3.925 8.107 -0.576
98 H -1.772 -2.156 -6.576
99 H 4.940 0.678 1.601
100 H 2.592 -0.627 1.371
101 H 1.289 -3.630 -2.567
102 H 4.034 1.332 -4.706
103 H 4.145 -1.114 -5.305
104 H -0.889 -2.588 -5.102
105 H 3.788 2.907 -3.238

***

Record 3
This record from the Open Molecules 2025 dataset describes a structure of composition C39H48FN7O5Sn. The level of theory is ωB97M-V with the def2-TZVPD basis set.

Summary:
LUMO level	-0.0644	Eh
energy above the lowest of the compared OMol25 structures with the same formula, charge and spin	51.5	kcal per mole
highest occupied orbital energy	-0.1904	Ha

Atoms and positions in Å:
1 Sn 0.844 -2.145 0.011
2 F -0.449 3.078 -3.992
3 O 2.492 -0.204 -1.687
4 O -1.050 -1.054 -1.080
5 O 4.949 -0.311 1.263
6 O -0.311 -3.749 1.862
7 O 3.032 -1.486 1.041
8 N 1.929 -4.126 -0.219
9 N 1.024 -2.673 -2.356
10 N 1.988 2.874 0.937
11 N -0.669 -0.852 2.433
12 N -2.859 7.015 -3.040
13 N -1.129 5.014 -2.109
14 N -1.723 -3.809 2.062
15 C 2.831 1.822 1.211
16 C 2.479 -4.458 0.955
17 C -2.332 4.644 -2.826
18 C 0.335 -2.306 -3.362
19 C -0.062 -5.406 3.633
20 C 1.536 1.886 -1.204
21 C 1.667 3.525 3.356
22 C 2.870 -3.901 -1.312
23 C 0.349 -5.042 2.232
24 C -1.997 -1.343 2.744
25 C -2.373 -3.591 0.782
26 C 0.780 -5.452 4.673
27 C 0.918 1.928 -2.452
28 C -2.746 0.578 -3.810
29 C -1.350 -0.735 -2.279
30 C -1.567 7.375 -2.350
31 C 2.998 0.745 0.420
32 C -2.354 0.249 -2.536
33 C -3.395 5.689 -2.555
34 C 3.774 -0.465 0.943
35 C 2.076 -3.670 -2.589
36 C -1.179 -0.975 -4.712
37 C 0.299 -1.045 3.499
38 C -0.740 -1.330 -3.429
39 C -2.164 -0.035 -4.928
40 C 2.369 0.710 -0.877
41 C -2.091 -2.833 3.083
42 C 0.449 3.984 2.613
43 C -0.720 0.530 2.015
44 C 1.835 -4.786 2.132
45 C 1.779 3.907 1.914
46 C 1.332 2.918 -0.277
47 C 2.660 -4.879 3.303
48 C -0.188 3.973 -1.825
49 C 0.441 3.953 -0.596
50 C -0.137 -6.107 1.250
51 C -0.572 6.257 -2.595
52 C 0.099 2.975 -2.756
53 C 2.192 -5.179 4.532
54 H 1.275 -0.694 3.159
55 H 3.353 1.883 2.156
56 H -1.371 0.628 1.143
57 H 0.165 -5.857 0.234
58 H -2.176 4.564 -3.913
59 H -1.233 8.334 -2.741
60 H 0.018 -0.495 4.416
61 H -2.090 -4.395 0.103
62 H -2.427 -0.791 3.605
63 H -3.586 5.797 -1.490
64 H -1.086 1.199 2.819
65 H -1.797 7.459 -1.290
66 H -2.486 0.212 -5.930
67 H -1.491 -3.063 3.963
68 H -2.629 -1.124 1.879
69 H -3.133 -3.037 3.347
70 H 1.101 1.127 -3.158
71 H -4.324 5.491 -3.088
72 H -2.673 6.930 -4.043
73 H 1.614 -4.610 -2.907
74 H 3.571 -4.426 1.027
75 H 0.282 0.857 1.725
76 H 0.391 -5.722 5.649
77 H 0.303 -7.065 1.528
78 H -3.521 1.324 -3.954
79 H 3.514 -3.031 -1.116
80 H -3.551 7.754 -2.922
81 H 1.727 2.475 3.606
82 H 0.583 -2.744 -4.339
83 H 2.744 -3.328 -3.386
84 H 3.718 -4.679 3.168
85 H -2.127 -2.635 0.310
86 H -1.111 -5.646 3.761
87 H 2.118 4.187 4.081
88 H -2.811 0.711 -1.667
89 H 0.408 -2.102 3.734
90 H -0.279 3.227 2.351
91 H 2.276 4.845 1.685
92 H -1.223 -6.197 1.305
93 H 2.850 -5.233 5.388
94 H 3.532 -4.761 -1.462
95 H -0.330 6.210 -3.673
96 H -0.714 -1.465 -5.563
97 H -2.685 3.672 -2.482
98 H -3.453 -3.640 0.943
99 H 0.042 4.962 2.829
100 H 0.351 6.483 -2.064
101 H 0.203 4.723 0.123

***

Short version: calculated total energy = -3699.2063 -3158.9941 -2588.4031 Ha, in the order given.